# 1
The following is a quantum chemistry calculation of a structure of composition C11H20N3P2Ti, from the Open Molecules 2025 dataset.

For the HOMO energy (alpha / beta), the calculation gives -0.0779 / -0.0786 Eh. Its relative energy (zero: lowest compared OMol25 entry of this formula, charge and spin) is 230.5 kJ/mol. The value obtained for the total energy is -57887.3707 eV. The HOMO-LUMO gap (alpha / beta) is 0.181 / 0.178 Ha. As for the expectation value of S²: 2.022.

The geometry in ORCA input format:
```
! wB97M-V def2-TZVPD RIJCOSX def2/J DEFGRID3
* xyz -1 3
C 0.0679 -0.0042 -3.9425
C -0.9697 -0.8454 -4.4902
C -0.6471 -2.1774 -4.0773
C 0.6398 -2.2061 -3.4764
C 1.0858 -0.8488 -3.3554
Ti 1.1361 1.2448 -0.8966
P -0.5014 3.0006 -1.4462
H 0.1150 1.0819 -4.0091
H -1.8787 -0.5018 -4.9717
H -1.2348 -3.0481 -4.2971
H 1.9950 -0.4760 -2.8494
H 1.1792 -3.0714 -3.0691
H -1.6328 3.5130 -0.7597
H -1.0134 3.3044 -2.7433
H 0.2670 4.2215 -1.3685
C 1.3300 -0.5232 3.1037
N 1.2067 0.7868 2.4937
C -0.1114 1.3812 2.6723
N -1.2381 0.4826 2.4159
C -1.0519 -0.7690 3.1535
N 0.2149 -1.4024 2.7743
C 0.2090 -1.9128 1.4355
P 0.0066 -0.4215 0.0971
C 1.5693 0.7248 1.0136
C -1.5184 0.2357 1.0008
H 1.3266 -0.3570 4.1945
H 2.2710 -0.9870 2.7724
H -0.2024 2.2797 2.0457
H -0.1620 1.6656 3.7411
H -1.8734 -1.4583 2.9331
H -1.0063 -0.5433 4.2301
H 1.1477 -2.4230 1.1928
H -0.6256 -2.6227 1.3214
H 1.5750 1.8543 0.7874
H 2.5052 0.1711 0.9359
H -2.3363 -0.5001 0.9359
H -1.8440 1.1515 0.5019
*
```

These are the Löwdin partial charges, in e, on atoms 1 to 8: -0.24 -0.19 -0.22 -0.22 -0.27 0.05 0.58 0.03

# 2
The following is a quantum chemistry calculation of a cluster of 23 separate species, C110H128N22O6S in total, from the Open Molecules 2025 dataset.

For the HOMO energy, the calculation gives -0.3172 Eh. The value obtained for the total energy is -172041.4641 eV. The HOMO-LUMO gap is 0.333 Ha.

The geometry in ORCA input format:
```
! wB97M-V def2-TZVPD RIJCOSX def2/J DEFGRID3
* xyz 0 1
C -1.4991 0.5363 -2.0879
N -0.5729 -0.3230 -1.2767
C -1.3503 -0.8404 -0.0802
C 0.0416 -1.3613 -2.1562
C 0.5680 0.5459 -0.7982
C 1.8107 -0.1680 -0.1337
O 1.4297 -1.0491 0.8682
H -2.4624 -0.0598 -2.2623
H -0.9647 0.8083 -2.9882
H -1.8720 1.3197 -1.3742
H -1.5024 0.0170 0.5761
H -0.7235 -1.6275 0.3296
H -2.3015 -1.2415 -0.4800
H 0.5907 -2.0392 -1.5131
H 0.6797 -0.6533 -2.7553
H -0.7580 -1.9208 -2.7148
H 0.1283 1.1917 -0.0241
H 0.9114 1.1329 -1.6610
H 2.3855 0.7057 0.2926
H 2.4966 -0.6461 -0.8111
H 0.8378 -0.5588 1.5126
C -5.1346 3.8617 6.5681
N -4.2060 3.2709 5.5744
C -3.5479 4.4079 4.8045
C -3.1699 2.4321 6.3105
C -4.8498 2.5056 4.5213
C -5.4575 1.1571 4.8641
O -4.5438 0.1303 4.8133
H -5.5641 3.0381 7.1148
H -5.9187 4.3721 6.0762
H -4.5530 4.5555 7.1938
H -4.2867 4.6901 4.0113
H -2.6724 4.0639 4.2923
H -3.2715 5.1368 5.5698
H -2.4430 2.0615 5.5993
H -3.7099 1.5418 6.6740
H -2.8354 3.0114 7.2195
H -4.0790 2.4727 3.7319
H -5.5819 3.2071 4.1098
H -6.3768 1.0007 4.2962
H -5.8224 1.2893 5.9174
H -3.9004 0.2383 4.0670
S -1.1671 1.1670 2.8063
O 0.0650 0.2935 2.6454
O -2.3050 0.2217 3.2088
O -1.0025 2.2578 3.7981
O -1.5579 1.7518 1.4826
N -6.5009 -2.6390 -2.1298
C -7.1891 -3.6811 -2.5013
C -7.2110 -4.8630 -1.7133
C -6.5036 -4.8899 -0.5203
C -5.7220 -3.7800 -0.1713
C -5.7578 -2.6965 -1.0401
H -7.7109 -3.5594 -3.4035
H -7.8671 -5.6145 -2.0582
H -6.4473 -5.7410 0.1501
H -5.1299 -3.7480 0.7385
H -5.1233 -1.7888 -0.8562
N 3.2569 3.7327 -1.4850
C 3.9339 2.7543 -0.9088
C 4.4784 2.8859 0.3398
C 4.0929 3.9328 1.1332
C 3.4173 4.9494 0.4795
C 3.0628 4.8215 -0.8377
H 4.2170 1.9016 -1.5957
H 5.0585 2.0938 0.8084
H 4.3194 4.0957 2.1687
H 3.1925 5.8449 1.0349
H 2.5761 5.5913 -1.3066
N 8.4086 -2.6921 2.9251
C 9.7100 -2.5752 2.6940
C 10.4059 -1.3600 2.7056
C 9.6862 -0.1933 2.9341
C 8.3406 -0.3287 3.1233
C 7.7316 -1.5726 3.1714
H 10.2817 -3.4903 2.6126
H 11.4815 -1.3403 2.5047
H 10.1415 0.8295 2.9239
H 7.7391 0.4980 3.4915
H 6.6906 -1.6488 3.3970
N -0.5397 5.5263 8.6415
C -0.2787 4.1872 8.6205
C -0.2348 3.4464 7.4310
C -0.4449 4.1076 6.2461
C -0.4848 5.4727 6.2131
C -0.5142 6.1123 7.4458
H -0.1744 3.7639 9.5804
H -0.0582 2.3541 7.4749
H -0.5081 3.5011 5.3579
H -0.3964 5.9770 5.2931
H -0.6604 7.2190 7.4341
N -0.0118 3.0562 -4.5994
C -0.9728 3.7927 -4.0317
C -1.0215 5.1703 -4.0276
C 0.0261 5.8004 -4.6624
C 1.0918 5.0823 -5.1264
C 1.0241 3.7183 -5.0942
H -1.8390 3.2856 -3.6126
H -1.9401 5.7251 -3.7467
H -0.0689 6.8822 -4.7722
H 1.9606 5.4934 -5.5878
H 1.8152 3.0947 -5.5278
N 0.9755 -4.6387 -1.3182
C 1.9276 -4.4783 -0.4159
C 2.6852 -5.4994 0.1415
C 2.4615 -6.7826 -0.3546
C 1.4607 -6.9398 -1.2801
C 0.8032 -5.8544 -1.7503
H 2.1490 -3.4513 -0.1395
H 3.3838 -5.1358 0.8747
H 3.1124 -7.6370 -0.0190
H 1.2907 -7.8993 -1.7631
H 0.1441 -5.9773 -2.5279
N -4.1520 -1.2526 -5.8381
C -5.2155 -1.8933 -6.3110
C -5.0657 -3.0582 -7.0777
C -3.8246 -3.6432 -7.2943
C -2.7075 -2.9889 -6.8496
C -2.9211 -1.7457 -6.1912
H -6.1632 -1.4049 -6.0709
H -5.9941 -3.5757 -7.4847
H -3.8371 -4.5946 -7.7313
H -1.7036 -3.3896 -7.0419
H -2.0598 -1.1899 -5.8765
N 4.9854 0.9209 4.0890
C 5.1483 1.4913 5.2670
C 4.1394 1.9601 6.0722
C 2.8710 1.9616 5.5749
C 2.7081 1.3995 4.2940
C 3.7322 0.8671 3.5795
H 6.0935 1.4951 5.8290
H 4.4256 2.4694 6.9965
H 2.0303 2.3232 6.1059
H 1.7575 1.3623 3.8196
H 3.6082 0.4201 2.6268
N 4.9060 -3.4148 2.0832
C 3.9706 -2.5333 2.4747
C 3.4920 -2.5291 3.7750
C 4.0486 -3.4105 4.7233
C 5.1774 -4.1487 4.3223
C 5.5844 -4.0847 3.0044
H 3.5299 -1.9242 1.7232
H 2.6863 -1.8628 4.0623
H 3.6261 -3.2969 5.7507
H 5.7636 -4.6822 5.0819
H 6.3148 -4.8365 2.6981
N -1.2563 -0.1016 7.5179
C -0.1671 -0.3059 8.2698
C 0.9989 -0.7216 7.7784
C 1.1227 -0.8558 6.3933
C 0.0450 -0.7408 5.5986
C -1.1663 -0.3615 6.2296
H -0.2870 -0.0971 9.3199
H 1.8662 -0.6868 8.4171
H 2.1129 -1.1155 6.0228
H 0.1308 -0.8001 4.5428
H -2.0520 -0.1048 5.6228
N -5.6275 3.4681 -4.0654
C -6.6790 3.6322 -3.2507
C -7.1739 2.6356 -2.4011
C -6.5359 1.3971 -2.4791
C -5.5075 1.1656 -3.3871
C -5.0670 2.2615 -4.0940
H -7.0198 4.6738 -3.2461
H -8.1676 2.7654 -1.9604
H -6.8858 0.5290 -1.9531
H -5.1481 0.1728 -3.5714
H -4.2219 2.1020 -4.7435
N 0.2190 5.7577 2.2196
C 0.2510 4.5133 1.8804
C 0.1652 4.0849 0.5410
C -0.1255 5.0142 -0.4617
C -0.1700 6.3373 -0.0986
C -0.0298 6.6872 1.2348
H 0.4104 3.7478 2.6025
H 0.2114 3.0602 0.3064
H -0.3021 4.7067 -1.5153
H -0.3903 7.1348 -0.8087
H -0.0489 7.7387 1.4844
N -0.6616 -5.0808 -5.2605
C -0.4418 -6.3715 -5.4202
C -1.0923 -7.3727 -4.6878
C -2.1101 -6.8954 -3.8075
C -2.3271 -5.5419 -3.5746
C -1.5841 -4.7089 -4.3792
H 0.3793 -6.6816 -6.1330
H -0.8693 -8.3978 -4.9189
H -2.5736 -7.6963 -3.1839
H -3.0252 -5.0567 -2.9100
H -1.7269 -3.6563 -4.2823
N -7.3048 1.7614 1.3704
C -7.5110 0.4394 1.3644
C -6.5083 -0.5062 1.4574
C -5.1538 -0.0816 1.4734
C -4.9159 1.2830 1.3756
C -6.0120 2.1491 1.3304
H -8.5787 0.1776 1.2739
H -6.8633 -1.5726 1.4241
H -4.2963 -0.7094 1.4526
H -3.8830 1.5981 1.3716
H -5.8893 3.2069 1.3169
N 3.6036 -5.7829 -5.8387
C 3.6036 -6.2015 -4.5856
C 4.7256 -6.2145 -3.7783
C 5.9149 -5.6139 -4.2052
C 5.9235 -5.1431 -5.5116
C 4.7575 -5.2700 -6.2493
H 2.6297 -6.6257 -4.2996
H 4.5533 -6.6694 -2.8200
H 6.7430 -5.5447 -3.5508
H 6.7806 -4.7055 -6.0286
H 4.8667 -4.9133 -7.2637
N 0.4295 -0.8538 -5.4626
C 0.9600 0.0784 -6.2212
C 1.8413 -0.1944 -7.2655
C 2.2438 -1.4634 -7.4305
C 1.7116 -2.4262 -6.5273
C 0.8005 -2.1044 -5.6058
H 0.6389 1.1153 -6.0306
H 2.0763 0.7032 -7.8294
H 3.0067 -1.7610 -8.1272
H 2.0243 -3.5001 -6.7079
H 0.4340 -2.9002 -4.9775
N 4.5276 -0.4652 -2.9693
C 5.3444 -0.5036 -1.9036
C 5.2864 -1.5115 -0.9824
C 4.4867 -2.5776 -1.1404
C 3.7194 -2.5903 -2.3409
C 3.8378 -1.5561 -3.2174
H 5.9778 0.3462 -1.7180
H 5.8664 -1.4777 -0.0260
H 4.5082 -3.3351 -0.3934
H 3.1438 -3.4177 -2.5700
H 3.2709 -1.6011 -4.1557
N -3.6548 -4.1092 3.3244
C -2.8959 -5.2062 3.1279
C -1.5473 -5.1835 2.6785
C -0.9767 -3.9490 2.3582
C -1.7670 -2.8366 2.6446
C -3.1039 -2.9320 3.0430
H -3.4248 -6.1484 3.2278
H -0.9885 -6.0618 2.4576
H 0.0113 -3.9084 1.9628
H -1.3153 -1.8436 2.3438
H -3.5440 -1.9331 3.1929
N 5.8511 4.1750 -6.8748
C 6.4705 2.9684 -7.0867
C 6.3835 1.9315 -6.1949
C 5.6852 2.1950 -5.0031
C 5.1159 3.4401 -4.7153
C 5.1724 4.2953 -5.7497
H 7.0215 2.8965 -7.9676
H 6.8130 0.9536 -6.3246
H 5.6623 1.3553 -4.3006
H 4.6148 3.5568 -3.7595
H 4.7136 5.2263 -5.5749
N -4.3237 5.5054 1.4838
C -3.4529 4.5245 1.1229
C -3.2229 4.0117 -0.1485
C -3.9568 4.5090 -1.1769
C -4.8538 5.5390 -0.8536
C -4.9602 6.0457 0.4415
H -2.9018 4.1682 1.9256
H -2.5019 3.1709 -0.3008
H -3.9636 4.0848 -2.1748
H -5.4317 6.0174 -1.6402
H -5.6796 6.9220 0.5219
*
```

These are the Löwdin partial charges, in e, on atoms 1 to 8: 0.01 -0.35 0.02 0.01 -0.09 -0.22 -0.12 0.12